# 1
# C17H17Br51

C17H17Br51 as an isolated structure (ωB97M-V with the def2-TZVPD basis set, the Open Molecules 2025 dataset).

Calculated values
- Net charge: 0
- ΔE to the lowest compared entry with this formula, charge and spin: 115.31 kJ/mol
- E: -3590065.7921 eV
- HOMO energy: -10.06 eV
- Orbital gap: 0.33891 Eh

Element x y z (Å)
C  19.0922  8.2611  21.2092
Br  20.1224  8.4944  22.8226
Br  19.9742  7.2597  19.8428
Br  18.5936  10.0629  20.6986
H  18.1360  7.7974  21.4129
C  11.8070  14.6104  18.9844
Br  11.3346  15.6960  20.5472
Br  12.4574  12.8170  19.5226
Br  13.1705  15.5294  17.9646
H  10.8860  14.4800  18.4327
C  8.5516  11.1928  20.5341
Br  9.1713  10.3333  18.9722
Br  8.6066  13.0745  20.4978
Br  9.4984  10.3205  22.1376
H  7.5175  10.8068  20.6159
C  12.2800  13.8273  23.7459
Br  13.4501  12.3489  23.7149
Br  12.9556  15.5402  24.4049
Br  10.5322  13.3701  24.6096
H  12.0290  14.0486  22.6843
C  10.7191  4.9754  17.4737
Br  11.9954  5.3164  18.8576
Br  9.5310  6.4375  17.3932
Br  9.8936  3.2354  17.5250
H  11.2605  5.0384  16.5471
C  16.5554  14.5000  20.1939
Br  17.2825  15.7090  18.8441
Br  16.2152  12.7762  19.6261
Br  15.0288  15.2931  21.0397
H  17.4413  14.3734  20.7575
C  10.4199  10.8731  15.2720
Br  11.1044  12.7005  15.4637
Br  8.3949  10.6151  15.1855
Br  11.3168  9.5685  16.3899
H  10.6506  10.6676  14.1996
C  10.5563  5.9996  23.6640
Br  10.7484  6.3454  21.8626
Br  10.2365  4.1710  24.0911
Br  9.2345  7.1676  24.5018
H  11.5438  6.1867  24.1067
C  15.2189  5.2911  24.0889
Br  16.9452  6.2546  23.5649
Br  15.6688  3.5542  24.9411
Br  13.9485  5.0413  22.7403
H  14.7063  5.9088  24.8466
C  20.4940  4.2333  17.6244
Br  21.6935  5.7923  17.4892
Br  21.1317  2.9007  16.3553
Br  18.5903  4.5977  17.4121
H  20.5745  3.8446  18.6092
C  16.8153  14.0901  24.2350
Br  17.6521  15.7884  23.7810
Br  16.9317  13.7984  26.1535
Br  17.3327  12.5680  23.1869
H  15.7793  14.3169  23.9297
C  15.6681  12.6580  13.2308
Br  15.4129  12.6221  11.3366
Br  14.4381  11.5575  14.2256
Br  15.7425  14.4845  13.8541
H  16.6455  12.2776  13.3922
C  18.5237  8.7308  15.6766
Br  19.0211  10.5796  15.4087
Br  19.2568  7.5479  14.4225
Br  16.5714  8.7094  15.7853
H  18.9639  8.4051  16.5672
C  19.2990  1.5252  21.8474
Br  17.7338  2.5297  21.3475
Br  20.2511  2.4536  23.3338
Br  20.4547  1.0875  20.3810
H  18.8861  0.5935  22.2050
C  13.6584  9.0755  26.1585
Br  13.7407  7.2135  26.9140
Br  12.6203  8.9832  24.3899
Br  15.3780  9.7749  25.6882
H  13.1357  9.6917  26.8483
C  14.5575  5.0564  15.1238
Br  13.5841  3.6690  14.1954
Br  15.3968  4.6663  16.7811
Br  13.5204  6.6695  15.3056
H  15.2658  5.3679  14.3975
C  14.4764  8.2864  20.0170
Br  14.8983  9.3615  21.6022
Br  16.0058  7.4512  19.2924
Br  13.6598  9.4006  18.6741
H  13.7780  7.5093  20.3493

Atomic partial charges in e from the Löwdin method, atoms 1 to 5: -1.6382, 0.5713, 0.5652, 0.5049, -0.1185



# 2
# C17H17ClN2O2S

A 2-piece molecular cluster, C17H17ClN2O2S overall (ωB97M-V with the def2-TZVPD basis set, the Open Molecules 2025 dataset).

Calculated values
- Net charge: 0
- ΔE to the lowest compared entry with this formula, charge and spin: 569.71 kJ/mol
- E: -48333.0216 eV
- HOMO energy: -6.21 eV
- Orbital gap: 0.16163 Eh

Element x y z (Å)
N  -8.7853  1.0820  0.5063
C  -7.6223  1.0420  0.3834
C  -6.1984  0.9734  0.2216
C  -5.5653  -0.2742  0.2299
C  -4.2305  -0.3707  -0.1474
C  -3.5404  0.7716  -0.5223
S  -1.8764  0.6080  -1.1985
C  -0.8990  0.1747  0.1735
Cl  0.4998  1.1474  0.3463
O  -1.8770  -0.4848  -2.1519
O  -1.6479  1.9580  -1.6627
C  -4.1081  2.0352  -0.3458
C  -5.4485  2.1352  0.0230
H  -6.1267  -1.1647  0.5079
H  -3.7178  -1.3309  -0.1681
H  -1.5325  0.0567  1.0654
H  -3.5286  2.9393  -0.5067
H  -5.9002  3.1203  0.1449
C  2.0617  -2.3922  2.5211
N  2.5351  -1.3015  1.6851
C  3.3236  -0.3086  2.4259
C  2.3363  -1.3069  0.3799
C  3.1205  -0.5893  -0.6014
C  4.4838  -0.2179  -0.4120
C  5.2077  0.3823  -1.4454
C  4.6221  0.5362  -2.7092
C  3.2618  0.2236  -2.9018
C  2.5131  -0.2766  -1.8446
H  1.9865  -2.0416  3.5504
H  1.1038  -2.7457  2.1540
H  2.7692  -3.2252  2.4877
H  2.8533  -0.2005  3.4197
H  4.3546  -0.6553  2.6039
H  3.3443  0.6710  1.9215
H  1.5773  -2.0062  0.0116
H  4.9798  -0.4383  0.5272
H  6.2449  0.7137  -1.2893
H  5.2090  0.8745  -3.5660
H  2.7807  0.3550  -3.8747
H  1.4362  -0.4690  -1.9422

Atomic partial charges in e from the Löwdin method, atoms 1 to 5: 0.1414, -0.1809, -0.2433, -0.0234, -0.0562



# 3
# C17H17F2N3O

One molecule with the formula C17H17F2N3O (ωB97M-V with the def2-TZVPD basis set, the Open Molecules 2025 dataset).

Calculated values
- Net charge: 0
- ΔE to the lowest compared entry with this formula, charge and spin: 206.02 kJ/mol
- SMILES string: O=C(C[C@H]1c2ccccc2-c2cnnn21)C1CCC(F)(F)CC1
- E: -29854.9529 eV
- HOMO energy: -8.87 eV
- Orbital gap: 0.33248 Eh

Element x y z (Å)
O  1.5486  -1.3823  1.1617
C  0.9121  -0.3384  1.0282
C  -0.6116  -0.5252  1.1694
C  -1.2220  -1.4576  0.0889
C  -2.7046  -1.4324  0.1441
C  -3.5056  -1.7368  1.1677
C  -4.8497  -2.1558  0.8800
C  -5.5380  -1.7836  -0.3469
C  -4.7203  -1.4002  -1.4089
C  -3.3655  -1.2777  -1.1060
C  -2.1607  -1.1179  -2.0319
C  -1.7444  -0.9572  -3.3312
N  -0.3772  -0.8157  -3.3935
N  0.1379  -0.9755  -2.1734
N  -0.9683  -1.1804  -1.3612
C  1.7256  1.0215  0.8990
C  2.3248  1.1352  -0.5193
C  3.0856  2.4651  -0.6235
C  4.2884  2.6221  0.3290
F  4.2562  3.9726  0.7019
F  5.4778  2.6556  -0.3601
C  4.2603  1.5069  1.4427
C  2.8481  1.1404  2.0008
H  -0.8816  -1.0441  2.0992
H  -1.0958  0.5097  1.1371
H  -0.9193  -2.4976  0.2788
H  -3.1432  -1.9742  2.1602
H  -5.4788  -2.6445  1.6950
H  -6.5858  -1.8745  -0.6376
H  -5.1556  -1.2608  -2.4101
H  -2.4038  -0.9519  -4.2303
H  1.1515  1.8868  1.2026
H  2.9522  0.2428  -0.7755
H  1.5484  1.2371  -1.1987
H  2.3702  3.3177  -0.5984
H  3.5476  2.4653  -1.5671
H  5.0197  1.7513  2.1743
H  4.5092  0.5544  0.9631
H  2.8514  0.2808  2.7269
H  2.6165  2.0189  2.6228

Atomic partial charges in e from the Löwdin method, atoms 1 to 5: 0.0704, -0.2956, -0.0390, -0.1672, -0.1816



# 4
# C17H17F6N6O7Y

C17H17F6N6O7Y as an isolated structure (ωB97M-V with the def2-TZVPD basis set, the Open Molecules 2025 dataset).

Calculated values
- Net charge: 0
- ΔE to the lowest compared entry with this formula, charge and spin: 37.81 kJ/mol
- E: -58528.1821 eV
- HOMO energy: -7.80 eV
- Orbital gap: 0.25768 Eh

Element x y z (Å)
Y  -0.5461  -0.1541  1.1199
O  1.6112  -0.1444  4.7502
C  1.2410  -0.2309  3.6007
O  0.0316  -0.3847  3.1721
C  2.3074  -0.1363  2.4989
C  3.6612  -0.0656  2.8842
C  4.6154  0.0250  1.9204
C  4.2354  0.0275  0.5586
C  5.1770  0.1001  -0.4945
C  4.7642  0.0740  -1.7946
C  3.3889  -0.0351  -2.0946
C  2.4565  -0.1006  -1.0989
C  2.8608  -0.0576  0.2534
N  1.9129  -0.1168  1.2412
H  3.8817  -0.0798  3.9410
H  5.6664  0.0880  2.1764
H  6.2293  0.1696  -0.2476
H  5.4876  0.1243  -2.5975
H  3.0737  -0.0839  -3.1294
H  1.4068  -0.2160  -1.3339
N  -0.7795  0.0739  -2.2507
N  -0.8505  1.4502  -2.5804
C  -0.5635  2.3882  -1.6793
N  -0.5629  3.6694  -2.0711
N  -0.3015  1.9471  -0.4423
N  -0.2080  2.8112  0.5861
O  -0.1149  2.2336  1.6792
O  -0.2096  4.0228  0.4731
H  -0.8364  -0.4481  -3.1149
H  -1.6002  -0.1437  -1.6663
H  -0.8356  1.7036  -3.5532
H  -1.0011  3.9192  -2.9401
H  -0.4823  4.3619  -1.3414
C  0.6957  -4.3161  -0.6358
O  0.6909  -2.9265  -0.2948
C  -0.3466  -2.5049  0.5270
O  -1.1695  -3.3245  0.8870
H  1.5393  -4.4601  -1.3072
H  -0.2353  -4.6007  -1.1271
H  0.8130  -4.9334  0.2549
C  -4.3038  -1.4014  0.6874
C  -3.6969  -0.0644  0.2596
O  -2.3832  -0.1588  -0.1053
C  -3.7245  0.9183  1.4444
F  -2.8656  0.4140  2.3933
F  -3.2347  2.1285  1.1313
F  -4.8994  1.1030  2.0338
C  -4.4926  0.5052  -0.9314
F  -5.7810  0.7250  -0.6390
F  -3.9827  1.6648  -1.3858
F  -4.4510  -0.3526  -1.9627
H  -3.6894  -1.8316  1.4764
H  -4.2672  -2.0815  -0.1604
H  -5.3321  -1.2943  1.0299

Atomic partial charges in e from the Löwdin method, atoms 1 to 5: 1.5783, 0.0877, -0.5768, -0.1620, -0.1535



# 5
# C17H17F9N2OTc

C17H17F9N2OTc as an isolated structure (ωB97M-V with the def2-TZVPD basis set, the Open Molecules 2025 dataset).

Calculated values
- Net charge: +2
- ΔE to the lowest compared entry with this formula, charge and spin: 0.00 kJ/mol
- Spin multiplicity: 4
- E: -49567.8621 eV
- HOMO energy (alpha / beta): -16.41 / -16.41 eV
- Orbital gap (alpha / beta): 0.27800 / 0.16247 Eh

Element x y z (Å)
C  -2.9205  -0.8155  0.5123
C  -2.1980  1.0721  -2.3425
H  -3.0318  -1.8401  0.1217
H  -3.8844  -0.3110  0.2743
H  -2.9020  -0.8933  1.6140
H  -1.5218  1.3621  -3.1680
H  -2.8275  0.2611  -2.7784
H  -2.9163  1.9021  -2.1980
C  -0.4276  -2.7879  -0.5342
C  0.4796  -3.8491  -0.5678
C  1.7756  -3.6271  -1.0312
C  2.1121  -2.3498  -1.4515
H  -1.4423  -2.9073  -0.1676
H  0.1640  -4.8175  -0.2091
H  2.4984  -4.4407  -1.0441
H  3.1086  -2.0998  -1.8114
N  -0.0887  -1.5506  -0.9170
C  1.1610  -1.3201  -1.3840
C  1.4685  0.0697  -1.7694
N  0.4900  0.9612  -1.5283
C  0.6547  2.2448  -1.8625
C  2.8718  1.8238  -2.6694
C  1.8387  2.7142  -2.4179
H  -0.1910  2.8996  -1.6750
H  1.8929  3.7682  -2.6497
C  2.6808  0.4850  -2.3526
H  3.4289  -0.2724  -2.5590
H  3.8030  2.1844  -3.1089
Tc  -1.5703  0.2627  -0.5705
C  -1.8169  2.2300  0.0039
H  -2.1925  2.9754  -0.7090
H  -0.8821  2.6525  0.4006
H  -2.5151  2.2456  0.8543
F  1.3402  -1.7682  1.9007
C  1.4174  -0.4547  2.2472
F  2.1605  -0.3590  3.3760
F  2.0776  0.1713  1.2362
C  -0.0029  0.1650  2.4124
O  -0.5888  0.3642  1.1907
C  -0.8328  -0.7529  3.3598
F  -0.1879  -1.0349  4.5209
F  -2.0151  -0.1565  3.6602
F  -1.1145  -1.9232  2.7301
C  0.1348  1.5523  3.1183
F  0.5936  1.4412  4.3919
F  0.9806  2.3360  2.4004
F  -1.0627  2.1869  3.1510

Atomic partial charges in e from the Löwdin method, atoms 1 to 5: -0.1632, -0.2201, 0.0265, 0.0696, 0.0362



Q: E of number 3 (C17H17F2N3O)?
A: -29854.9529 eV



Q: Which formula does entry 2 have?
A: C17H17ClN2O2S



What did the third record say?
# C17H17F2N3O

One molecule with the formula C17H17F2N3O (ωB97M-V with the def2-TZVPD basis set, the Open Molecules 2025 dataset).

Calculated values
- Net charge: 0
- ΔE to the lowest compared entry with this formula, charge and spin: 206.02 kJ/mol
- SMILES string: O=C(C[C@H]1c2ccccc2-c2cnnn21)C1CCC(F)(F)CC1
- E: -29854.9529 eV
- HOMO energy: -8.87 eV
- Orbital gap: 0.33248 Eh

Element x y z (Å)
O  1.5486  -1.3823  1.1617
C  0.9121  -0.3384  1.0282
C  -0.6116  -0.5252  1.1694
C  -1.2220  -1.4576  0.0889
C  -2.7046  -1.4324  0.1441
C  -3.5056  -1.7368  1.1677
C  -4.8497  -2.1558  0.8800
C  -5.5380  -1.7836  -0.3469
C  -4.7203  -1.4002  -1.4089
C  -3.3655  -1.2777  -1.1060
C  -2.1607  -1.1179  -2.0319
C  -1.7444  -0.9572  -3.3312
N  -0.3772  -0.8157  -3.3935
N  0.1379  -0.9755  -2.1734
N  -0.9683  -1.1804  -1.3612
C  1.7256  1.0215  0.8990
C  2.3248  1.1352  -0.5193
C  3.0856  2.4651  -0.6235
C  4.2884  2.6221  0.3290
F  4.2562  3.9726  0.7019
F  5.4778  2.6556  -0.3601
C  4.2603  1.5069  1.4427
C  2.8481  1.1404  2.0008
H  -0.8816  -1.0441  2.0992
H  -1.0958  0.5097  1.1371
H  -0.9193  -2.4976  0.2788
H  -3.1432  -1.9742  2.1602
H  -5.4788  -2.6445  1.6950
H  -6.5858  -1.8745  -0.6376
H  -5.1556  -1.2608  -2.4101
H  -2.4038  -0.9519  -4.2303
H  1.1515  1.8868  1.2026
H  2.9522  0.2428  -0.7755
H  1.5484  1.2371  -1.1987
H  2.3702  3.3177  -0.5984
H  3.5476  2.4653  -1.5671
H  5.0197  1.7513  2.1743
H  4.5092  0.5544  0.9631
H  2.8514  0.2808  2.7269
H  2.6165  2.0189  2.6228

Atomic partial charges in e from the Löwdin method, atoms 1 to 5: 0.0704, -0.2956, -0.0390, -0.1672, -0.1816



Q: Which of these has the highest ΔE to the lowest compared entry with this formula, charge and spin?
A: C17H17ClN2O2S